94
Properties=species:S:1:pos:R:3 method="wB97M-V/def2-TZVPD" e_tot_ev=-206843.805 e_lumo_ev=-6.91 e_above_lowest_kcal_mol=25.7 gap_ev=6.55 charge=+2 spin_multiplicity=1
Pt -1.036 1.390 -1.321
As -0.494 -1.625 1.296
As 0.984 -2.014 4.717
S -1.930 2.708 0.330
P 0.578 2.968 -1.947
O 0.801 2.094 2.007
O -0.057 -5.757 4.062
O -1.666 -4.133 0.750
O 2.519 0.529 5.018
O 0.598 0.830 0.258
O -0.373 -4.368 5.732
O 3.384 0.712 2.997
O -2.846 -4.467 2.570
N -4.444 2.454 1.071
N -3.762 0.701 -0.231
N -2.702 0.204 -0.916
N -0.556 -0.500 -2.256
N -4.994 3.986 -6.984
C 4.349 1.465 -2.222
C -3.338 -3.974 3.834
C -2.861 3.283 -2.721
C 0.534 3.289 -3.733
C -2.178 2.077 -2.847
C 2.975 3.208 -0.548
C 0.697 0.894 1.500
C 3.001 1.704 -2.426
C -0.337 -2.989 -3.457
C 2.303 2.574 -1.589
C 0.775 2.381 3.424
C 1.067 -2.519 0.511
C -3.645 3.066 -4.986
C 0.613 -0.338 2.303
C -2.237 1.359 -4.035
C -0.195 -4.535 4.550
C -1.506 -2.634 -2.804
C 0.721 -2.093 -3.475
C 0.309 -6.027 2.704
C -0.827 -3.035 2.619
C -0.070 -3.316 3.678
C -4.395 3.579 -6.094
C -2.970 1.857 -5.103
C 2.484 0.224 3.854
C -1.812 -3.937 1.942
C -1.592 -1.381 -2.218
C 3.743 0.068 1.771
C 1.395 -0.658 3.346
C -3.502 1.856 0.346
C -2.774 -0.945 -1.486
C 0.251 4.565 -1.172
C 5.014 2.104 -1.182
C -3.593 3.775 -3.790
C 2.691 -2.969 4.769
C 4.328 2.973 -0.348
C 0.571 -0.861 -2.859
H 4.847 3.479 0.454
H -5.350 2.018 1.151
H -0.365 3.846 -3.990
H 3.822 0.848 1.017
H 0.990 -5.268 2.319
H 4.712 -0.409 1.913
H -3.720 -2.962 3.703
H -2.341 -3.316 -2.731
H 0.184 1.637 3.952
H 1.750 -2.830 1.301
H 0.810 -6.990 2.730
H -4.152 -4.644 4.090
H 0.529 2.357 -4.297
H 1.793 2.419 3.801
H -4.303 3.363 1.476
H -3.660 -1.561 -1.398
H 0.140 4.487 -0.093
H 1.418 3.867 -4.003
H 0.719 -3.391 -0.041
H 1.379 -0.150 -2.823
H -0.579 -6.102 2.079
H 2.453 3.881 0.119
H -2.591 -3.999 4.618
H 1.082 5.231 -1.405
H 3.430 -2.309 5.220
H 1.575 -1.827 -0.158
H 6.073 1.938 -1.036
H 0.315 3.362 3.499
H -4.124 4.713 -3.699
H 4.889 0.805 -2.887
H -2.843 3.842 -1.798
H 2.514 1.256 -3.281
H 3.012 -0.677 1.460
H 2.554 -3.829 5.424
H 1.657 -2.338 -3.957
H -0.665 4.977 -1.595
H -1.713 0.424 -4.168
H -3.015 1.305 -6.031
H 3.026 -3.299 3.786
H -0.250 -3.956 -3.932